This record from the Open Molecules 2025 dataset describes a 16-piece molecular cluster, C22H76N4O16 overall at a distorted geometry. The level of theory is ωB97M-V/def2-TZVPD.

Element x y z (Å)
C (-1.083, 0.181, 3.320)
C (-1.838, 0.635, 4.578)
O (-3.194, 0.447, 4.618)
H (-1.566, 0.533, 2.360)
H (-1.102, -0.927, 3.336)
H (-0.054, 0.507, 3.323)
H (-1.620, 1.692, 4.872)
H (-1.508, 0.131, 5.491)
H (-3.604, 1.259, 4.999)
C (2.217, -2.216, 2.573)
C (2.964, -3.250, 1.750)
O (3.238, -2.766, 0.471)
H (2.244, -2.475, 3.665)
H (1.181, -2.139, 2.298)
H (2.666, -1.234, 2.424)
H (2.569, -4.243, 1.645)
H (3.877, -3.421, 2.338)
H (3.898, -3.394, 0.063)
C (2.044, 3.831, 0.079)
C (2.130, 5.143, 0.896)
O (1.142, 6.008, 0.309)
H (1.880, 4.047, -0.961)
H (1.205, 3.349, 0.408)
H (2.963, 3.230, 0.100)
H (3.173, 5.562, 0.833)
H (1.867, 4.865, 1.915)
H (1.299, 6.181, -0.634)
C (0.080, -3.194, -3.268)
C (1.348, -2.822, -2.472)
O (1.143, -3.465, -1.195)
H (-0.833, -2.805, -2.835)
H (-0.036, -4.261, -3.355)
H (0.088, -2.686, -4.228)
H (1.443, -1.752, -2.456)
H (2.329, -3.165, -2.810)
H (1.780, -3.112, -0.572)
C (-0.428, -0.612, -0.070)
C (0.795, 0.265, 0.062)
O (1.286, 0.525, -1.268)
H (-0.217, -1.487, -0.654)
H (-1.243, -0.093, -0.579)
H (-0.858, -0.884, 0.895)
H (1.630, -0.359, 0.473)
H (0.767, 1.164, 0.598)
H (2.218, 0.624, -1.292)
C (4.379, 0.956, 0.830)
C (4.958, 1.274, -0.531)
O (4.164, 0.781, -1.606)
H (4.417, -0.042, 1.106)
H (3.438, 1.372, 0.961)
H (4.808, 1.426, 1.703)
H (5.939, 0.814, -0.442)
H (5.221, 2.290, -0.737)
H (4.609, 0.851, -2.478)
C (-3.924, -2.586, -0.929)
O (-2.929, -1.812, -1.459)
N (-5.176, -2.277, -0.792)
N (-3.766, -3.829, -0.652)
H (-5.552, -1.310, -1.035)
H (-5.819, -2.816, -0.236)
H (-2.746, -4.140, -0.637)
H (-4.366, -4.429, -0.013)
C (1.894, 3.421, -3.798)
O (1.527, 4.495, -4.548)
N (3.187, 3.117, -3.699)
N (1.006, 2.628, -3.310)
H (3.711, 3.892, -4.078)
H (3.685, 2.343, -3.239)
H (0.029, 3.016, -3.212)
H (1.109, 1.968, -2.531)
C (-1.143, -0.084, -3.598)
O (-2.253, -0.947, -3.750)
H (-0.521, -0.472, -2.804)
H (-1.502, 0.958, -3.377)
H (-0.508, -0.082, -4.582)
H (-2.513, -1.208, -2.854)
C (-3.209, -2.676, 3.058)
O (-3.382, -3.548, 4.168)
H (-3.404, -1.687, 3.264)
H (-3.843, -2.860, 2.257)
H (-2.193, -2.796, 2.648)
H (-3.164, -2.985, 4.916)
C (-0.893, -4.861, 0.911)
O (-1.123, -4.611, -0.410)
H (-0.125, -4.182, 1.221)
H (-0.647, -5.873, 0.992)
H (-1.833, -4.707, 1.424)
H (-0.374, -4.155, -0.819)
C (2.329, -0.367, -4.776)
O (3.006, 0.555, -5.583)
H (1.680, -1.017, -5.299)
H (1.725, 0.176, -4.094)
H (2.949, -0.999, -4.128)
H (3.156, 1.331, -5.039)
C (-1.409, 3.388, 1.520)
O (-1.630, 2.428, 0.465)
H (-0.619, 4.124, 1.398)
H (-1.347, 2.880, 2.472)
H (-2.320, 3.962, 1.552)
H (-2.464, 1.994, 0.696)
C (-3.736, 1.176, -1.791)
O (-3.479, 2.383, -2.468)
H (-4.084, 0.434, -2.517)
H (-4.597, 1.443, -1.162)
H (-2.969, 0.895, -1.145)
H (-2.482, 2.429, -2.521)
C (-4.458, -0.022, 1.548)
O (-3.810, 1.176, 1.860)
H (-4.951, -0.385, 2.430)
H (-3.781, -0.856, 1.122)
H (-5.172, 0.172, 0.776)
H (-3.373, 1.051, 2.699)
C (2.414, 2.297, 3.577)
O (1.043, 2.621, 3.948)
H (2.401, 1.347, 3.088)
H (2.970, 2.224, 4.522)
H (2.828, 3.031, 2.899)
H (0.766, 2.036, 4.605)

Force components x, y, z for each atom (eV/Å):
-1.561 -0.719 -0.247
2.719 1.445 1.757
-3.013 0.830 -0.649
0.664 -0.312 1.104
0.121 0.551 -0.316
0.191 0.185 0.065
0.054 -0.342 -0.836
0.927 -0.504 -0.274
0.289 -1.138 -0.486
-0.291 -0.559 0.697
1.025 -0.041 1.762
1.494 -0.357 -1.528
0.091 0.182 -0.989
-0.600 0.094 -0.237
0.149 -0.065 0.064
-1.094 -0.415 0.341
0.360 0.079 -0.411
-1.047 1.113 0.462
2.513 1.458 -0.285
0.559 -0.613 -2.329
0.074 0.419 1.026
-0.002 0.315 -0.579
-1.985 -1.791 0.787
-0.332 -0.038 0.355
-0.993 -0.097 0.283
-0.172 0.788 0.125
0.297 -0.386 0.532
1.045 0.666 -0.313
-1.061 -1.141 0.009
-0.086 0.496 -0.247
0.024 0.140 0.663
0.110 -0.426 -0.291
0.159 -0.347 -0.415
-0.224 0.709 0.743
-0.299 -0.383 -0.752
0.422 0.179 0.426
-0.751 1.190 0.312
2.178 -2.727 -1.169
-2.004 0.414 -0.638
0.209 -0.484 -0.081
0.199 0.085 -0.028
0.267 -0.204 0.050
-0.722 0.359 0.401
-0.772 1.274 0.913
1.626 0.012 0.301
0.256 1.764 -0.173
1.519 -0.547 0.560
-0.153 -0.322 -0.464
-0.262 -2.205 -0.136
-2.415 0.151 -0.243
1.337 0.619 -0.211
0.309 -0.562 -0.851
-0.408 1.079 0.351
0.016 -0.265 1.121
4.346 3.496 -3.253
-4.588 -3.307 3.201
-4.482 5.284 -0.336
3.435 -5.525 2.325
1.137 -1.945 0.437
0.265 -0.197 -0.200
-1.134 0.262 -0.187
0.760 1.613 -1.474
-1.576 5.729 -4.590
1.957 -4.369 3.595
2.385 0.079 -0.103
-4.704 -1.468 2.559
0.446 -0.357 -0.029
-1.155 0.945 -0.013
1.736 -0.357 -0.870
0.715 -0.004 -0.343
0.107 0.093 -1.771
0.479 0.508 -0.912
0.450 0.342 0.271
0.631 -0.697 -0.215
-1.299 0.171 1.730
-0.385 -0.252 0.045
2.073 -1.696 0.134
-0.218 0.518 -0.171
-0.120 2.233 1.008
-1.533 -1.146 -1.312
-0.127 0.253 0.132
-0.087 -0.349 0.302
-0.530 0.743 0.144
-1.107 0.148 -2.378
0.526 0.185 1.028
0.848 -1.677 0.794
-0.087 0.210 0.670
0.359 0.179 -0.081
0.463 0.141 1.268
0.560 -0.311 -0.472
-0.504 -0.539 -1.097
-0.939 0.434 0.770
0.548 -0.017 -0.321
-0.046 0.310 -0.269
-1.609 -0.356 -0.312
1.127 0.467 0.128
0.388 -0.557 -0.536
0.519 -0.099 0.407
-0.406 0.637 0.287
-0.037 0.030 0.019
-2.942 0.994 -0.738
2.582 0.577 -0.368
0.542 -0.302 0.341
-0.047 -0.414 0.189
1.394 -0.886 0.706
-1.787 0.284 -0.085
0.997 -1.451 -0.699
0.218 0.621 -0.699
-0.459 -0.439 0.349
-0.608 1.377 0.695
-0.530 0.254 -0.374
0.017 -0.065 0.563
-1.268 -0.057 1.581
1.374 1.896 -2.283
0.252 -0.787 -0.446
0.394 0.112 -0.521
-0.173 0.343 0.112
-0.495 -1.445 1.639

The total energy comes out at -62760.0027 eV. The calculation puts the frontier orbital gap at 0.322 hartree. The energy above the lowest of the compared OMol25 structures with the same formula, charge and spin is 0.784 eV. Its total charge is 0.

These are the Löwdin partial charges, in e, on atoms 1 to 2: -0.058, -0.344


This record from the Open Molecules 2025 dataset describes a 31-piece molecular cluster, C22H83Cl2FN2O37S overall at a distorted geometry. The level of theory is ωB97M-V/def2-TZVPD.

Element x y z (Å)
C (5.411, 0.212, 0.507)
C (4.475, 1.260, -0.044)
O (3.135, 1.141, 0.419)
C (2.878, 1.344, 1.798)
C (1.716, 2.309, 1.956)
C (0.394, 1.577, 2.131)
C (-0.811, 2.487, 1.951)
C (-2.118, 1.887, 2.506)
C (-2.489, 0.780, 1.562)
C (-3.115, 1.013, 0.326)
C (-3.605, 2.381, 0.030)
Cl (-2.739, 3.386, -1.066)
C (-4.722, 2.794, 0.624)
C (-5.552, 1.990, 1.568)
Cl (-5.319, 4.397, 0.354)
C (-3.337, -0.018, -0.592)
C (-3.986, 0.293, -1.909)
C (-3.029, 0.710, -3.024)
O (-3.389, 0.715, -4.162)
O (-1.781, 1.133, -2.697)
C (-2.975, -1.324, -0.257)
C (-3.242, -2.464, -1.191)
O (-4.133, -3.252, -1.032)
N (-2.430, -2.554, -2.339)
C (-1.039, -2.352, -2.253)
O (-0.354, -1.943, -3.120)
F (-0.524, -2.737, -1.085)
C (-2.405, -1.568, 0.967)
C (-2.165, -0.536, 1.847)
C (-1.559, -1.129, 3.066)
O (-1.129, -0.617, 4.068)
N (-1.620, -2.534, 2.904)
S (-0.427, -3.464, 3.732)
C (-1.956, -2.849, 1.566)
O (-1.844, -3.925, 1.057)
H (5.715, 0.441, 1.530)
H (4.982, -0.781, 0.499)
H (6.323, 0.206, -0.081)
H (4.876, 2.263, 0.126)
H (4.414, 1.103, -1.113)
H (2.647, 0.376, 2.251)
H (3.756, 1.740, 2.309)
H (1.895, 2.913, 2.836)
H (1.635, 2.941, 1.074)
H (0.353, 1.111, 3.115)
H (0.363, 0.761, 1.403)
H (-0.973, 2.577, 0.876)
H (-0.637, 3.489, 2.333)
H (-1.961, 1.453, 3.484)
H (-2.875, 2.663, 2.538)
H (-5.566, 0.941, 1.295)
H (-5.132, 2.073, 2.573)
H (-6.555, 2.400, 1.611)
H (-4.510, -0.568, -2.310)
H (-4.740, 1.061, -1.771)
H (-1.341, 0.549, -2.067)
H (-2.632, -3.434, -2.813)
H (0.238, -4.003, 2.699)
O (5.108, 0.497, -3.066)
H (5.056, 1.397, -3.399)
H (4.651, -0.023, -3.736)
O (6.237, -1.099, -5.281)
H (7.137, -0.899, -5.000)
H (6.345, -1.800, -5.936)
O (-8.573, 3.236, 2.007)
H (-9.045, 2.738, 2.680)
H (-9.245, 3.789, 1.596)
O (2.630, 4.588, 4.361)
H (2.848, 5.526, 4.411)
H (2.050, 4.438, 5.117)
O (7.872, 2.122, -1.001)
H (8.715, 2.584, -0.975)
H (7.991, 1.413, -1.643)
O (7.431, -2.644, -7.623)
H (8.256, -2.136, -7.603)
H (7.568, -3.323, -8.288)
O (-4.251, -6.399, -0.889)
H (-3.352, -6.562, -1.196)
H (-4.366, -5.446, -0.980)
O (9.058, -1.574, -4.495)
H (10.018, -1.620, -4.473)
H (8.761, -2.458, -4.253)
O (0.312, -1.799, 6.847)
H (-0.491, -2.303, 7.030)
H (0.128, -1.396, 5.987)
O (-6.951, -0.184, -1.607)
H (-6.924, -0.398, -2.549)
H (-7.497, -0.875, -1.219)
O (-5.694, -1.906, -3.803)
H (-6.134, -2.764, -3.858)
H (-4.766, -2.134, -3.695)
O (-0.983, -5.913, -2.234)
H (-0.891, -4.990, -1.984)
H (-0.232, -6.080, -2.815)
O (9.371, -0.574, -8.216)
H (9.529, 0.354, -8.017)
H (9.877, -0.729, -9.021)
O (2.425, 0.764, -4.038)
H (1.870, 1.218, -3.388)
H (1.874, 0.060, -4.394)
O (4.099, 5.488, 6.627)
H (4.863, 5.712, 7.169)
H (4.411, 4.787, 6.042)
O (5.259, -2.778, 1.492)
H (5.340, -2.872, 2.447)
H (4.745, -3.544, 1.217)
O (-8.975, 2.476, -0.857)
H (-8.192, 2.956, -0.567)
H (-8.616, 1.793, -1.437)
O (1.151, 1.276, -1.412)
H (0.533, 1.935, -1.079)
H (1.836, 1.184, -0.713)
O (-4.478, -0.089, 4.778)
H (-4.937, -0.933, 4.709)
H (-3.596, -0.314, 5.092)
O (0.595, 1.513, 5.972)
H (0.283, 1.416, 6.878)
H (0.300, 0.711, 5.530)
O (-4.881, 4.580, 3.625)
H (-5.427, 4.563, 2.829)
H (-5.260, 5.274, 4.172)
O (0.029, 0.982, -5.810)
H (-0.875, 0.955, -6.139)
H (0.051, 1.723, -5.197)
O (11.966, 0.807, -8.367)
H (11.868, 0.219, -7.611)
H (12.776, 1.300, -8.205)
O (-1.223, -0.539, 9.165)
H (-2.167, -0.450, 9.002)
H (-0.856, -0.945, 8.369)
O (3.748, 8.524, 6.139)
H (3.951, 7.685, 6.569)
H (3.766, 9.181, 6.841)
O (-8.000, 2.642, -3.623)
H (-8.954, 2.762, -3.662)
H (-7.755, 2.263, -4.473)
O (1.387, -3.552, -4.915)
H (0.811, -3.596, -5.685)
H (1.119, -2.746, -4.459)
O (-6.391, -4.830, -4.781)
H (-6.431, -4.978, -5.731)
H (-6.858, -5.575, -4.390)
O (1.023, -4.831, 5.954)
H (1.104, -5.693, 6.376)
H (1.003, -4.183, 6.667)
O (-0.844, -6.921, 5.240)
H (-0.733, -6.013, 4.930)
H (-0.959, -7.445, 4.442)

Force components x, y, z for each atom (eV/Å):
0.151 0.239 0.416
0.303 -0.297 -0.314
-0.194 -0.089 0.015
0.226 0.217 -0.198
-0.310 -0.496 0.374
0.016 0.000 0.097
-0.140 -0.363 -0.291
0.294 -0.080 -0.512
-0.311 0.072 0.277
0.368 0.034 0.111
-0.482 0.117 0.218
0.122 0.175 0.036
-0.079 0.119 -0.166
0.252 0.105 0.294
-0.033 0.118 -0.150
-0.047 0.163 -0.027
0.557 -0.447 -0.103
0.028 0.057 0.051
-0.088 0.225 -0.200
0.069 -0.430 -0.509
0.064 -0.250 -0.507
0.024 -0.234 0.137
-0.310 -0.020 0.005
0.086 -0.422 0.603
0.143 0.394 -0.661
-0.007 -0.011 -0.006
0.002 0.066 0.222
-0.229 0.134 -0.067
0.116 0.022 0.254
-0.299 -0.235 0.288
0.059 0.120 0.170
1.047 -0.009 -0.749
-0.315 -0.326 0.945
-0.243 -0.045 0.207
0.045 -0.137 -0.044
-0.039 -0.052 0.158
-0.133 -0.047 -0.135
0.068 -0.008 -0.138
-0.152 0.143 0.188
-0.143 0.092 -0.165
-0.015 -0.058 0.144
0.218 0.039 -0.124
-0.049 0.411 0.005
0.305 0.243 -0.028
0.127 0.007 0.118
-0.142 -0.107 -0.074
0.110 0.457 -0.142
0.052 0.032 0.258
-0.036 0.247 0.296
-0.180 -0.044 0.115
-0.091 -0.128 -0.094
0.000 -0.053 0.105
-0.167 -0.164 -0.090
-0.205 -0.023 0.144
-0.030 0.213 -0.152
0.066 0.171 0.336
-0.093 0.173 -0.380
-0.168 0.257 -0.362
0.454 0.075 0.181
-0.127 -0.022 -0.062
0.018 0.016 -0.045
-0.090 -0.179 -0.057
-0.036 0.047 0.039
0.033 0.098 -0.131
0.010 0.223 0.217
0.006 -0.039 -0.025
-0.020 -0.095 -0.094
0.043 0.011 0.028
-0.045 0.012 0.011
0.002 -0.044 -0.021
0.045 0.011 0.004
0.007 -0.013 -0.024
-0.105 0.009 -0.028
0.150 -0.161 0.137
-0.202 0.207 -0.081
-0.063 -0.022 0.015
0.010 -0.005 -0.096
0.032 0.002 0.011
0.023 0.049 0.057
0.104 -0.051 0.044
-0.002 0.025 -0.015
-0.081 0.026 -0.009
-0.372 0.012 0.128
0.080 -0.191 -0.154
0.084 -0.169 -0.110
-0.282 0.131 0.041
0.192 -0.110 0.038
0.025 -0.006 0.022
-0.114 -0.068 0.060
-0.021 -0.141 -0.141
0.027 0.076 -0.161
-0.159 0.047 -0.130
0.185 -0.056 0.255
-0.015 0.000 -0.018
0.220 -0.090 -0.011
-0.097 0.015 0.007
-0.001 0.066 -0.014
-0.062 0.116 -0.123
0.131 -0.297 0.236
-0.136 0.166 -0.107
0.256 0.170 0.214
0.007 -0.150 0.051
-0.177 0.024 -0.123
-0.037 -0.255 0.122
0.014 0.033 0.003
0.019 0.002 -0.038
-0.109 -0.055 -0.035
0.000 -0.040 0.028
0.133 0.030 -0.027
-0.506 -0.094 -0.081
0.085 0.133 -0.007
0.152 0.033 -0.084
0.078 -0.084 -0.078
-0.025 0.014 0.012
0.020 0.066 -0.003
-0.027 0.031 0.058
0.048 -0.001 0.019
-0.067 0.085 -0.138
0.008 -0.079 -0.014
0.003 0.089 0.057
0.004 -0.006 0.012
-0.018 -0.105 -0.140
-0.075 0.013 0.126
0.010 -0.029 0.027
-0.046 -0.024 0.036
0.038 -0.020 -0.013
-0.007 0.016 -0.013
-0.080 -0.023 -0.031
0.000 0.018 0.012
0.189 0.196 0.053
0.076 0.035 0.073
-0.151 -0.096 -0.174
-0.022 0.014 -0.016
0.052 -0.127 -0.081
0.007 0.063 0.061
0.009 0.034 -0.011
-0.116 -0.089 0.079
0.050 0.049 -0.047
0.053 -0.028 -0.018
-0.024 0.092 0.071
0.008 0.043 -0.007
0.048 -0.011 0.046
0.042 0.018 0.037
-0.086 -0.030 -0.045
0.123 0.089 -0.078
0.038 -0.007 -0.042
0.007 0.006 0.060
-0.045 -0.007 0.011

The total energy comes out at -141498.1356 eV. The calculation puts the frontier orbital gap at 0.291 hartree. Its total charge is 0.

These are the Löwdin partial charges, in e, on atoms 1 to 2: -0.072, -0.241